The following is a DFT calculation (ωB97M-V with the def2-TZVPD basis set) of an isolated molecule of C18H23ClN2O6.

ORCA input file:
```
! RIJCOSX wB97M-V def2-TZVPD def2/J DEFGRID3
* xyz 0 1
C -3.27850 -1.90749 0.90408
C -3.68060 -1.35420 2.26836
O -2.73594 -0.43856 2.80299
C -1.91203 -0.90022 3.83461
C -0.78829 -1.84284 3.38597
O 0.06758 -1.15725 2.48247
C 0.38470 -1.77530 1.32560
O 0.00801 -2.90208 1.07614
C 1.22261 -0.93014 0.48051
C 1.94132 -1.38608 -0.57846
C 1.88996 -2.78814 -1.08409
N 2.80742 -0.53718 -1.23538
C 3.45806 -0.93442 -2.46497
C 3.27899 0.63404 -0.63810
O 4.21828 1.25185 -1.09669
N 2.64540 0.98929 0.50361
C 1.30540 0.54839 0.81065
C 0.23362 1.29865 0.02768
C -1.08238 1.24961 0.45895
C -2.07154 1.89369 -0.26770
Cl -3.70767 1.83875 0.26374
C -1.77294 2.60022 -1.42653
O -2.74558 3.23071 -2.12685
C -0.43580 2.64955 -1.85134
O -0.23314 3.37630 -3.00028
C 1.08212 3.50065 -3.48607
C 0.55087 2.00136 -1.13033
H -2.36619 -2.49491 0.95440
H -4.07719 -2.54009 0.52519
H -3.12144 -1.08656 0.20976
H -4.61027 -0.78427 2.15937
H -3.85556 -2.17141 2.97952
H -1.46534 0.00108 4.26424
H -2.49891 -1.41481 4.61052
H -1.18546 -2.73738 2.89644
H -0.19790 -2.14338 4.25842
H 1.47180 -2.80847 -2.08911
H 1.25941 -3.39017 -0.43988
H 2.88874 -3.21920 -1.12158
H 4.05004 -0.08526 -2.80384
H 4.12884 -1.78204 -2.31602
H 2.71470 -1.18853 -3.22010
H 2.95347 1.86336 0.90276
H 1.13271 0.69804 1.87916
H -1.35792 0.71529 1.35375
H -2.33147 3.66584 -2.88484
H 1.50504 2.52708 -3.75102
H 1.00690 4.11725 -4.38025
H 1.73347 3.99370 -2.75870
H 1.57261 2.05569 -1.46676
*
```

Properties
SMILES: CCOCCOC(=O)C1=C(C)N(C)C(=O)N[C@H]1c1cc(Cl)c(O)c(OC)c1
Highest occupied orbital energy: -8.21 eV
Kohn-Sham gap: 8.82 eV

=====

The following is a DFT calculation (ωB97M-V with the def2-TZVPD basis set) of a structure of composition C18H23HfN2O6S4Se3Te.

ORCA input file:
```
! RIJCOSX wB97M-V def2-TZVPD def2/J DEFGRID3
* xyz -1 1
Hf 0.59475 -0.69288 0.22424
C -0.22676 -3.51190 -1.48074
C -0.82666 -2.55508 -2.50199
N -0.60857 -1.13149 -2.18078
C -1.76190 -0.32825 -2.61465
C -3.02791 -0.68608 -1.84110
S -2.77073 -0.89800 -0.05541
C -2.78934 -2.71568 0.09606
C -1.50608 -3.36621 0.59576
N -0.27071 -2.95996 -0.11389
H 0.80944 -3.70296 -1.72534
H -0.76648 -4.46672 -1.51180
H -1.90186 -2.72469 -2.55041
H -0.42564 -2.79055 -3.49183
H 0.19868 -0.82837 -2.71859
H -1.94861 -0.44939 -3.69073
H -1.51026 0.70987 -2.43467
H -3.52917 -1.57373 -2.22605
H -3.73550 0.13750 -1.94775
H -3.11668 -3.13291 -0.85626
H -3.56205 -2.95655 0.82854
H -1.62355 -4.45444 0.49765
H -1.37449 -3.14483 1.65068
H 0.49488 -3.42449 0.38873
O -1.21777 -1.72770 4.25068
S -1.28908 -0.72650 3.21752
O -2.61260 -0.30357 2.84095
O -0.49737 -1.18662 2.01989
C -0.41655 0.68268 3.78677
C -0.48095 1.00413 5.13507
C 0.12299 2.15739 5.60305
C 0.80850 2.98429 4.72156
C 0.89971 2.65568 3.38387
C 0.27412 1.50549 2.91031
S -0.20777 2.31360 0.30745
O -0.37534 1.09087 -0.58835
O -1.47584 2.77584 0.81087
O 0.40522 1.18170 1.59411
H -1.00522 0.32950 5.79759
H 0.07035 2.40514 6.65476
H 1.29497 3.88129 5.08182
H 1.47322 3.25443 2.68898
Se 2.40739 -1.61274 -1.81216
Se 3.40986 -3.53868 -0.94504
Te 4.47994 -2.36719 1.00700
Se 2.29873 -1.78525 2.08049
S 2.69878 1.21829 -0.09145
C 2.44576 2.21878 -1.52852
C 2.26192 1.72009 -2.81657
C 2.03924 2.56969 -3.89037
C 2.00537 3.94427 -3.71264
C 2.19812 4.45612 -2.43349
C 2.40555 3.60606 -1.36412
H 2.32389 0.65161 -2.99117
H 1.90235 2.14565 -4.87834
H 1.82941 4.60482 -4.55103
H 2.17604 5.52604 -2.26389
H 2.53229 4.01256 -0.36529
*
```

Properties
Highest occupied orbital energy: -4.29 eV
Kohn-Sham gap: 6.50 eV